(1)
The following is a DFT calculation (ωB97M-V/def2-TZVPD) of a molecular structure, C8H12N2O2.

Results
2S+1: 1
HOMO energy (eV): -8.76
Orbital gap (eV): 9.17
ΔE to the lowest compared entry with this formula, charge and spin (kcal/mol): 118.5
Molecular weight (g mol⁻¹): 168.20
Max |F| (eV Å⁻¹): 4.995

Last column: Mulliken charge in e.
Positions of all 24 atoms, in Å:
N1 -0.575 2.195 3.395  -0.5411
C1 -0.208 -0.494 -1.200  0.7272
H1 1.430 1.920 0.922  0.6546
H2 -1.087 1.639 0.380  0.3025
H3 2.949 1.501 -0.919  0.3558
C2 2.167 0.827 -1.391  -1.1963
C3 -1.071 -0.423 1.068  -0.8739
C4 -0.976 -0.989 -0.271  0.1542
O1 1.560 -0.138 1.388  -0.5192
H4 0.859 -0.189 -2.605  0.3934
C5 -0.551 0.977 1.167  0.3040
O2 0.057 -0.801 -2.430  -0.5573
H5 2.141 1.227 -2.399  0.4321
H6 -2.955 -1.342 -1.138  0.2688
C6 0.961 0.953 0.735  -0.4065
H7 -2.132 -3.023 -0.983  0.3044
N2 0.888 0.913 -0.667  -0.1788
H8 -2.822 -2.228 0.363  0.4215
C7 -2.209 -1.963 -0.470  -1.5115
H9 -0.601 -1.059 1.732  0.4033
H10 2.352 -0.372 0.931  0.3445
H11 2.669 -0.224 -1.506  0.3824
H12 -2.137 -0.494 1.474  0.4487
C8 -0.707 1.586 2.423  -0.1131

=====

(2)
The following is a DFT calculation (ωB97M-V/def2-TZVPD) of a molecular structure, C21H38N5OPb2.

Results
2S+1: 1
Total charge: +3
HOMO energy (eV): -17.23
Orbital gap (eV): 4.56
ΔE to the lowest compared entry with this formula, charge and spin (kcal/mol): 0.0
Molecular weight (g mol⁻¹): 790.97
Max |F| (eV Å⁻¹): 3.116

Last column: Mulliken charge in e.
Positions of all 67 atoms, in Å:
H1 2.306 2.393 -0.874  -0.2513
H2 -6.131 0.863 -2.351  0.3493
H3 0.267 3.764 -0.298  -0.2383
C1 2.720 -1.778 1.439  0.8888
C2 -1.101 -1.921 1.825  -0.0128
C3 -1.319 -2.650 0.570  0.3141
H4 3.305 -4.313 2.513  0.3067
C4 -5.136 -0.804 -3.215  -0.4088
H5 -3.550 1.293 -2.004  0.0950
H6 3.519 2.212 3.295  0.3830
H7 -5.887 -0.492 -1.220  0.3187
Pb1 -0.774 -3.136 -2.845  1.3417
H8 2.340 -0.753 1.507  -0.0799
H9 -2.012 -1.324 1.951  0.5495
C5 -0.700 3.777 -0.813  0.4318
C6 -1.422 4.984 -0.410  -0.0731
H10 4.768 2.436 2.081  0.4510
C7 4.400 2.286 -0.663  0.0035
C8 3.797 1.979 2.269  -1.3080
N1 5.479 2.432 -1.019  -0.4019
N2 -1.474 -3.242 -0.406  -0.4794
H11 -1.890 -4.082 4.451  0.3975
H12 2.657 3.507 1.291  0.5073
H13 4.524 -3.769 1.467  0.3469
H14 -0.036 -3.529 2.765  0.2285
H15 1.908 -2.510 1.363  -0.1195
C9 -0.453 3.802 -2.330  -0.2832
H16 1.762 2.006 1.529  0.3053
C10 2.741 2.419 1.271  -0.4895
H17 -6.044 -1.382 -3.416  0.3569
O1 0.731 -1.144 -2.166  -0.5709
H18 -1.674 3.847 -4.158  0.3985
C11 -4.055 -1.738 -2.951  0.2844
H19 4.879 -3.847 3.242  0.3984
H20 2.866 0.937 -0.300  -0.8118
H21 -0.303 -1.202 1.626  -0.1435
H22 -0.826 -0.011 -1.263  -0.2088
C12 -0.865 -2.859 3.009  -0.3423
H23 -0.067 4.777 -2.622  0.4291
H24 -2.481 -4.354 2.843  0.3599
C13 -5.427 0.110 -2.004  -0.5628
H25 -0.504 -2.273 3.857  0.4052
C14 -2.111 -3.575 3.514  -1.4097
C15 -1.731 3.518 -3.120  -1.0339
C16 3.057 2.014 -0.171  1.5188
H26 -2.583 4.014 -2.653  0.3534
H27 -3.602 -0.110 -0.905  0.0415
H28 4.501 -1.533 2.654  0.3292
H29 0.660 -0.102 -0.376  -0.1703
H30 3.041 -2.004 3.517  0.4850
H31 -1.227 2.907 -0.412  0.1380
H32 -1.930 2.443 -3.200  0.0603
C17 -4.189 0.707 -1.340  -0.6547
N3 3.862 -1.814 -0.915  -0.7065
H33 -4.925 -0.276 -4.148  0.3317
C18 3.622 -2.180 2.613  -0.7454
C19 4.145 -3.610 2.481  -1.2837
C20 3.358 -1.800 0.121  0.3220
H34 -2.919 -2.863 3.681  0.3568
Pb2 2.698 -2.082 -3.299  1.4133
H35 0.284 3.038 -2.599  0.1752
N4 -1.975 5.932 -0.069  -0.3566
H36 3.959 0.894 2.247  0.1355
C21 0.260 -0.056 -1.398  0.5901
N5 -3.188 -2.462 -2.737  -0.4093
H37 0.564 0.915 -1.795  0.0003
H38 -4.470 1.376 -0.528  0.4536

=====

(3)
The following is a DFT calculation (ωB97M-V/def2-TZVPD) of a molecular structure, C33H12BF15GeIrN5S.

Results
2S+1: 2
Total charge: +1
HOMO energy (spin up / spin down) (eV): -11.71 / -11.71
Orbital gap (spin up / spin down) (eV): 6.61 / 5.39
ΔE to the lowest compared entry with this formula, charge and spin (kcal/mol): 14.8
Molecular weight (g mol⁻¹): 1071.17
Max |F| (eV Å⁻¹): 0.805

Last column: Mulliken charge in e.
Positions of all 69 atoms, in Å:
F1 -0.561 6.614 -4.995  -0.2764
C1 -0.601 8.479 -1.897  0.1106
C2 2.212 4.640 2.189  -0.3461
C3 -1.222 4.696 1.027  0.1610
B1 2.325 0.302 2.026  0.0716
N1 1.914 -0.304 0.639  0.0748
C4 -1.360 5.143 2.342  -0.0518
C5 2.900 6.337 0.682  0.5114
F2 -1.026 9.121 -4.110  -0.2714
F3 3.512 4.157 4.093  -0.2865
N2 -9.662 -1.459 -0.153  -0.4282
F4 2.726 7.045 -0.437  -0.2942
H1 3.550 -1.546 0.238  0.4858
C6 4.212 5.855 2.620  0.6684
C7 3.310 4.868 2.988  -0.0494
H2 1.549 -0.056 4.737  0.4908
N3 -0.069 1.233 2.310  -0.6523
F5 -2.307 3.808 -0.861  -0.5205
C8 1.902 -1.413 -1.289  -0.9311
C9 -0.260 7.470 -1.022  0.5326
C10 -6.463 -0.494 -1.188  -0.7238
C11 -3.569 4.033 1.090  0.1855
H3 -0.101 -0.591 -1.850  0.4958
C12 -0.116 5.899 -2.797  -0.2557
C13 -0.442 0.951 4.475  -1.1225
N4 0.759 -0.026 -0.001  -0.1973
C14 1.975 5.366 1.031  0.3942
F6 -4.789 4.316 3.068  -0.3138
H4 -4.573 0.084 -2.012  0.4862
H5 2.180 -2.073 -2.091  0.4137
C15 -3.650 4.447 2.409  0.7479
H6 -1.918 1.890 3.093  0.5037
C16 -7.180 -0.740 -0.018  0.5834
Ir1 -0.229 1.577 0.412  2.4993
F7 -4.629 3.517 0.488  -0.3680
H7 -0.905 0.960 5.446  0.4767
F8 -0.353 5.744 2.961  -0.3486
C17 -3.158 0.455 0.217  0.3996
H8 -7.139 -0.794 2.127  0.4666
H9 2.931 1.323 1.854  -0.1178
C18 -4.525 0.039 0.135  0.6317
C19 0.806 0.426 4.125  -0.2800
F9 0.108 4.664 -3.244  -0.3050
C20 -8.560 -1.143 -0.094  -0.1148
C21 -6.572 -0.599 1.228  -0.7364
F10 5.274 6.086 3.372  -0.2822
C22 -1.995 0.816 0.290  -1.2261
C23 -0.458 6.888 -3.702  0.1281
F11 -0.169 7.733 0.294  -0.3741
C24 -2.550 5.012 3.036  0.1951
C25 2.612 -1.152 -0.113  -0.1536
H10 -6.948 -0.608 -2.147  0.4717
C26 -0.964 1.440 3.301  -0.1250
C27 0.741 -0.680 -1.185  -0.1921
F12 1.349 3.681 2.541  -0.1075
Ge1 0.426 4.921 -0.043  0.6134
H11 -4.768 -0.096 2.264  0.4826
C28 -5.251 -0.209 1.302  -0.3983
S1 1.056 2.891 -0.830  -0.5633
H12 2.961 -0.518 2.617  -0.0961
F13 -0.838 9.710 -1.467  -0.2710
C29 -0.698 8.176 -3.249  0.5983
N5 1.007 0.588 2.819  0.2777
F14 -2.651 5.431 4.289  -0.2995
C30 -2.363 4.172 0.431  0.4408
C31 -5.139 -0.109 -1.112  -0.5420
F15 4.885 7.528 1.119  -0.2746
C32 -0.004 6.174 -1.446  0.1847
C33 4.011 6.594 1.465  0.1135

=====

(4)
The following is a DFT calculation (ωB97M-V/def2-TZVPD) of a molecular structure, C5H8O.

Results
2S+1: 1
HOMO energy (eV): -8.01
Orbital gap (eV): 8.84
ΔE to the lowest compared entry with this formula, charge and spin (kcal/mol): 105.7
Molecular weight (g mol⁻¹): 84.12
Max |F| (eV Å⁻¹): 1.637

Last column: Mulliken charge in e.
Positions of all 14 atoms, in Å:
H1 -1.090 -0.442 -1.578  0.2980
C1 -0.822 0.665 0.187  -0.7186
H2 -1.697 -2.051 0.322  0.3236
H3 -0.210 -2.579 -0.544  0.3404
C2 0.791 0.045 -0.736  -0.5352
C3 1.560 1.032 -0.354  -0.1826
H4 -0.091 -1.769 1.029  0.3189
H5 -0.806 0.611 1.280  0.2492
C4 -0.601 -0.490 -0.612  0.7634
H6 2.611 1.184 -0.592  0.3824
O1 1.038 2.100 0.391  -0.5180
H7 1.247 1.934 1.316  0.3183
C5 -0.656 -1.815 0.090  -1.3164
H8 -1.275 1.576 -0.199  0.2766

=====

(5)
The following is a DFT calculation (ωB97M-V/def2-TZVPD) of a single C16H20ClN3O2S molecule.

Results
2S+1: 1
HOMO energy (eV): -8.38
Orbital gap (eV): 8.96
ΔE to the lowest compared entry with this formula, charge and spin (kcal/mol): 36.0
Molecular weight (g mol⁻¹): 353.87
Max |F| (eV Å⁻¹): 0.855

Last column: Mulliken charge in e.
Positions of all 43 atoms, in Å:
C1 -1.690 -1.642 -4.970  -0.5669
C2 2.878 -0.298 3.158  -0.4656
C3 0.620 -0.815 2.986  -0.0272
H1 -2.725 2.532 -0.093  0.2621
H2 2.881 -2.451 2.909  0.3209
H3 -2.757 1.130 2.202  0.4456
C4 -0.162 1.075 -1.203  0.3836
C5 0.171 -1.475 -2.919  -0.2617
C6 -2.046 1.738 0.241  -0.6913
H4 3.503 -0.452 4.043  0.3512
H5 1.056 2.967 0.013  0.4930
N1 -0.692 1.131 2.170  0.1654
H6 -1.958 0.912 -2.130  0.3150
C7 0.279 -2.460 -3.883  -0.8926
H7 3.490 -1.572 1.492  0.3638
C8 1.322 -1.465 1.784  0.2006
H8 1.271 -0.820 0.906  -0.4950
H9 -2.435 0.772 -0.086  0.5441
H10 -2.001 2.743 2.189  0.3861
C9 0.460 1.939 1.827  -0.1054
C10 -1.793 -0.655 -4.010  0.6303
H11 0.892 -1.422 -2.121  0.2859
C11 -1.950 1.730 1.780  -1.1790
C12 -0.695 -0.149 2.600  0.4451
H12 0.710 2.619 2.649  0.3498
N2 -0.716 1.939 -0.312  0.0326
C13 2.757 -1.558 2.296  -0.7123
C14 -0.642 -2.545 -4.912  -0.4011
H13 -2.424 -1.699 -5.759  0.3961
H14 1.091 -3.168 -3.823  0.3730
H15 0.887 -2.430 1.536  0.4887
H16 -0.554 -3.312 -5.665  0.3741
H17 0.343 -1.600 3.710  0.4644
N3 -1.054 0.459 -2.029  -0.0565
C15 -0.859 -0.540 -2.973  0.2282
C16 0.136 2.730 0.548  -1.3865
H18 -0.392 3.660 0.772  0.4092
H19 3.294 0.538 2.582  0.2655
S1 1.478 0.882 -1.313  -0.3752
Cl1 -3.124 0.466 -4.092  -0.2838
H20 1.316 1.299 1.633  0.1053
O1 1.566 0.052 3.586  -0.4881
O2 -1.731 -0.787 2.682  -0.6912